(1)
Computed, not measured: a molecular structure, C9H8N2 in a non-equilibrium geometry, with the ωB97M-V functional and the def2-TZVPD basis.

```
19
Properties=species:S:1:pos:R:3:forces:R:3
C 0.404 -1.012 -2.658 3.6 3.5 3.4
C 1.701 -0.363 -2.653 1.5 -1.8 -2.3
C 2.208 0.347 -1.526 -3.6 -2.2 -1.4
C 0.197 -0.045 -0.391 0.4 -0.4 0.5
C -0.291 -0.800 -1.430 -2.3 -1.8 -3.0
C -0.556 0.086 0.896 1.8 0.3 -1.3
C -1.706 -0.474 1.342 0.5 2.5 2.8
C -1.965 0.138 2.614 -1.1 1.5 2.8
C -0.886 1.030 2.942 -1.3 -0.5 0.3
H 0.276 -1.482 -3.582 -1.5 -1.1 -0.7
H 2.486 -0.671 -3.693 -2.5 1.4 3.5
H 3.208 0.651 -1.623 1.1 0.9 0.7
H -1.329 -1.226 -1.390 1.1 0.4 0.3
H -2.396 -0.957 0.792 -1.9 -1.9 -1.6
H -2.940 0.112 3.328 2.5 -0.4 -2.1
H -0.716 1.774 3.882 -0.3 -2.2 -2.8
H 0.950 1.498 1.749 -3.9 -2.5 0.0
N 1.414 0.482 -0.444 1.8 0.9 0.0
N -0.058 0.913 1.845 4.1 3.4 1.0
```
Positions in Å, forces in eV/Å.

frontier orbital gap = 8.556 eV
ΔE to the lowest compared entry with this formula, charge and spin = 69.3 kcal/mol
strongest force on any atom = 6.00 eV Å⁻¹

Löwdin atomic charge list, values in e, 6 entries: -0.046, -0.087, -0.134, -0.239, -0.029, -0.266

(2)
Computed, not measured: a single C9H8N2 molecule in a non-equilibrium geometry, with the ωB97M-V functional and the def2-TZVPD basis.

```
19
Properties=species:S:1:pos:R:3:forces:R:3
C -3.163 -0.093 0.014 2.0 -0.4 0.6
C -2.421 1.094 -0.084 6.0 -16.7 2.7
C -1.066 1.115 -0.082 0.5 -6.2 0.4
C -0.302 -0.123 -0.017 1.1 2.8 0.1
C -0.946 -1.291 0.089 -3.3 -1.3 -1.0
C -2.368 -1.314 0.066 2.3 8.9 0.0
C 1.193 -0.182 -0.045 -2.4 4.8 0.6
C 3.320 0.548 0.102 -5.9 -1.9 -0.4
C 3.205 -0.793 -0.062 0.1 1.5 0.2
H -4.231 0.121 0.203 0.5 -1.3 -0.5
H -2.683 1.873 -0.236 -7.5 17.0 -2.8
H -0.643 2.002 -0.164 2.3 3.9 -0.4
H -0.455 -2.233 -0.030 0.5 -0.3 0.4
H -2.859 -2.107 0.116 -3.9 -7.2 0.5
H 1.674 1.829 0.209 -2.5 7.2 0.9
H 3.975 1.280 0.121 3.6 2.8 0.2
H 3.906 -1.524 -0.174 2.2 -1.5 -0.1
N 1.941 0.987 0.102 4.0 -9.1 -1.0
N 1.924 -1.189 -0.127 0.3 -3.2 -0.4
```
Positions in Å, forces in eV/Å.

frontier orbital gap = 9.121 eV
ΔE to the lowest compared entry with this formula, charge and spin = 97.2 kcal/mol
strongest force on any atom = 18.75 eV Å⁻¹

Löwdin atomic charge list, values in e, 6 entries: 0.001, -0.074, 0.017, -0.117, -0.033, -0.008

(3)
Computed, not measured: a single C9H8N2 molecule in a non-equilibrium geometry, with the ωB97M-V functional and the def2-TZVPD basis.

```
19
Properties=species:S:1:pos:R:3:forces:R:3
C 0.121 1.019 -3.370 -3.2 2.5 -1.1
C -0.032 0.487 -1.996 2.6 -1.2 2.9
C 0.168 -1.478 -0.810 -0.1 -0.2 0.6
C 0.077 -0.810 0.479 0.5 -2.6 0.2
C 0.232 -1.547 1.788 -2.0 2.0 -3.4
C 0.048 -0.662 2.839 1.8 -4.2 2.7
C -0.325 0.646 2.726 0.3 1.9 -1.0
C -0.375 1.334 1.508 0.7 -3.6 1.8
C -0.099 0.544 0.373 0.0 2.3 -1.0
H 1.024 0.840 -3.897 1.2 -0.6 0.1
H -0.694 0.554 -4.066 1.3 0.9 1.4
H -0.012 2.160 -3.367 0.0 -1.7 0.0
H 0.204 -2.570 -0.669 0.3 0.3 -0.8
H 0.106 -2.661 1.668 0.9 1.3 0.9
H 0.351 -1.013 3.936 -1.2 0.5 -2.4
H -0.440 1.069 3.704 -0.3 1.0 0.0
H -0.487 2.349 1.471 -0.5 2.4 -0.3
N 0.163 -0.926 -2.006 -1.1 0.6 1.9
N -0.013 1.222 -0.850 -1.2 -1.7 -2.5
```
Positions in Å, forces in eV/Å.

frontier orbital gap = 8.903 eV
ΔE to the lowest compared entry with this formula, charge and spin = 39.0 kcal/mol
strongest force on any atom = 5.28 eV Å⁻¹

Löwdin atomic charge list, values in e, 6 entries: -0.066, -0.340, -0.083, -0.144, 0.010, -0.144

(4)
Computed, not measured: a single C9H8N2 molecule in a non-equilibrium geometry, with the ωB97M-V functional and the def2-TZVPD basis.

```
19
Properties=species:S:1:pos:R:3:forces:R:3
C -1.424 -2.141 -1.800 -3.2 1.1 1.3
C -2.101 -0.988 -1.307 12.7 -3.8 2.1
C -1.394 0.046 -0.616 -0.8 -5.7 -2.7
C -0.135 -0.130 -0.318 5.0 -0.2 1.4
C 0.542 -1.346 -0.695 1.9 3.0 1.7
C -0.082 -2.285 -1.394 -2.0 -1.7 -1.2
C 0.628 0.914 0.487 0.9 0.7 -6.2
C 1.345 2.025 2.240 0.1 0.1 1.3
C 1.795 2.654 1.086 -1.7 -2.6 1.0
H -2.173 -2.895 -2.250 2.1 0.9 0.4
H -2.898 -0.677 -1.554 -11.4 2.9 -3.4
H -2.021 0.746 -0.412 -2.9 5.2 1.8
H 1.631 -1.441 -0.403 -1.5 0.0 -0.4
H 0.395 -3.204 -1.569 0.7 -1.0 -0.5
H 0.174 0.055 2.334 1.5 3.4 -1.9
H 1.467 2.216 3.382 -0.3 -0.4 -2.6
H 2.282 3.576 1.064 0.9 1.1 -0.4
N 0.598 0.940 1.744 -1.1 -2.8 7.8
N 1.371 1.935 -0.017 -0.8 -0.4 0.5
```
Positions in Å, forces in eV/Å.

frontier orbital gap = 9.423 eV
ΔE to the lowest compared entry with this formula, charge and spin = 74.4 kcal/mol
strongest force on any atom = 13.46 eV Å⁻¹

Löwdin atomic charge list, values in e, 6 entries: -0.031, -0.014, -0.019, -0.149, -0.036, -0.121

(5)
Computed, not measured: a single C9H8N2 molecule in a non-equilibrium geometry, with the ωB97M-V functional and the def2-TZVPD basis.

```
19
Properties=species:S:1:pos:R:3:forces:R:3
C 1.564 1.612 -0.531 1.0 -1.5 1.4
C -0.269 -1.393 0.561 0.9 1.2 1.4
C 1.707 -0.372 1.070 3.1 -3.2 2.0
C -0.602 1.495 -1.754 -0.7 -0.5 0.6
C 1.124 0.534 0.169 -1.7 0.2 -1.8
C -1.437 -1.703 1.417 0.8 1.1 -0.4
C 0.594 2.306 -1.409 -0.7 -1.4 3.5
C -2.360 -2.583 1.608 -1.4 -1.2 0.7
C -0.103 -0.108 -0.176 -1.0 1.8 -0.7
N 1.035 -1.458 1.340 0.0 1.0 -0.8
N -0.898 0.352 -1.183 -0.5 0.6 -0.3
H 2.605 1.848 -0.290 -0.4 0.8 -0.7
H -0.331 -2.081 -0.237 0.5 -1.6 -0.9
H 2.840 -0.363 1.414 -2.5 0.4 -0.4
H -1.290 2.047 -2.450 0.4 -1.3 0.5
H 0.291 3.126 -0.771 -0.5 1.0 -0.3
H 1.015 2.608 -2.256 1.8 1.9 -3.5
H -3.076 -2.257 2.486 1.0 -1.4 -1.9
H -2.409 -3.608 0.992 -0.2 2.2 1.5
```
Positions in Å, forces in eV/Å.

frontier orbital gap (spin up / spin down) = 7.393 / 7.646 eV
ΔE to the lowest compared entry with this formula, charge and spin = 155.5 kcal/mol
strongest force on any atom = 4.90 eV Å⁻¹

Löwdin atomic charge list, values in e, 6 entries: 0.002, -0.286, -0.122, -0.106, -0.208, -0.035

(6)
Computed, not measured: a single C9H8N2 molecule in a non-equilibrium geometry, with the ωB97M-V functional and the def2-TZVPD basis.

```
19
Properties=species:S:1:pos:R:3:forces:R:3
C -1.313 0.864 -0.123 0.2 0.4 1.6
C -2.342 -0.070 -0.097 -0.4 -1.9 -1.4
C -2.095 -1.533 -0.170 4.7 0.2 1.6
C -0.710 -1.947 0.239 -4.0 0.4 -0.4
C 0.235 -0.844 0.102 3.8 -7.0 0.2
C 1.681 -1.289 -0.053 -1.2 -2.9 2.9
C 2.407 0.801 0.048 1.2 3.6 -2.2
C 1.136 1.308 0.004 -0.8 2.2 -1.0
C 0.009 0.442 -0.092 0.2 1.2 -0.2
H -2.325 2.509 -0.004 1.9 -0.1 1.5
H -0.885 2.842 -0.267 3.1 2.8 -3.2
H -3.419 0.125 -0.107 0.5 0.7 0.0
H -2.724 -2.375 -0.528 -0.4 1.2 0.9
H -0.597 -3.067 0.784 0.4 3.3 -2.3
H 1.863 -2.469 0.275 -0.4 3.0 -1.7
H 3.192 1.747 -0.080 -1.3 -3.3 0.6
H 0.842 2.473 -0.150 1.8 -3.1 0.8
N -1.303 2.229 0.286 -8.6 -2.0 1.2
N 2.732 -0.539 -0.151 -0.7 1.3 1.0
```
Positions in Å, forces in eV/Å.

frontier orbital gap = 8.343 eV
ΔE to the lowest compared entry with this formula, charge and spin = 108.8 kcal/mol
strongest force on any atom = 8.93 eV Å⁻¹

Löwdin atomic charge list, values in e, 6 entries: -0.276, -0.022, -0.042, -0.026, -0.192, -0.109

(7)
Computed, not measured: a single C9H8N2O3S molecule in a non-equilibrium geometry, with the ωB97M-V functional and the def2-TZVPD basis.

```
23
Properties=species:S:1:pos:R:3:forces:R:3
C 3.415 0.713 -0.804 0.8 0.3 -0.1
C 1.294 0.698 0.071 -0.1 1.0 -0.9
C 1.654 -0.695 0.311 1.0 -2.0 1.1
C -0.789 -1.561 0.168 0.3 1.7 -0.5
C 0.674 -1.834 0.295 -2.2 2.8 0.4
C 0.020 1.163 0.120 -0.9 -4.9 0.2
C -1.447 -0.398 0.124 3.4 2.5 0.5
C 1.370 -1.619 1.558 -0.4 1.5 0.3
C -3.390 0.505 -0.883 1.2 1.5 -1.6
N 2.398 1.387 -0.487 -1.1 1.8 0.1
N -0.495 2.440 0.111 -0.3 1.4 1.4
O -1.646 2.609 -0.277 0.3 0.2 -0.5
O 0.135 3.299 0.720 0.1 0.1 -0.5
O -2.638 0.112 0.262 0.1 -1.0 0.6
S 3.324 -0.987 -0.329 0.2 0.2 -0.6
H 4.307 1.253 -1.316 -1.5 -1.4 1.0
H -1.242 -2.462 -0.078 -1.7 -1.4 0.0
H 0.975 -2.704 -0.118 0.7 -2.6 -1.9
H 2.070 -2.429 1.700 0.4 0.5 0.7
H 0.791 -1.185 2.387 0.6 -0.3 -0.3
H -2.855 1.414 -1.397 -1.5 -1.9 1.0
H -4.425 0.627 -0.636 -0.3 1.0 0.9
H -3.501 -0.346 -1.502 0.6 -0.9 -1.2
```
Positions in Å, forces in eV/Å.

frontier orbital gap = 7.858 eV
ΔE to the lowest compared entry with this formula, charge and spin = 189.2 kcal/mol
strongest force on any atom = 5.01 eV Å⁻¹

Löwdin atomic charge list, values in e, 6 entries: -0.436, -0.218, -0.523, 0.015, -0.274, 0.084

(8)
Computed, not measured: a molecular structure, C9H8N2O4V in a non-equilibrium geometry, with the ωB97M-V functional and the def2-TZVPD basis.

```
24
Properties=species:S:1:pos:R:3:forces:R:3
V -0.421 -0.119 -2.083 0.6 0.3 7.2
O -0.934 2.796 -2.082 0.8 -3.6 0.0
C -0.734 1.662 -2.083 -2.5 10.2 -0.4
C 1.278 -0.738 -2.084 8.4 -4.6 -0.5
O 2.360 -1.132 -2.085 -3.3 1.6 0.1
C -1.806 -1.282 -2.082 -6.2 -6.1 -0.6
O -2.688 -2.022 -2.081 2.5 2.3 0.2
C -0.422 -0.119 -3.894 -0.1 0.0 -8.6
O -0.422 -0.119 -5.042 0.0 0.0 3.1
C 0.332 2.032 3.033 -0.2 0.6 -0.3
C 0.259 1.013 1.942 0.1 1.5 1.2
C 0.408 -0.345 2.098 -0.1 -0.6 -0.6
C 0.228 -0.862 0.833 0.3 -1.0 1.0
N -0.007 0.149 -0.041 -0.8 -0.9 -2.9
N 0.016 1.287 0.647 0.2 1.7 1.7
C 0.258 -2.322 0.504 0.0 -0.1 -0.4
H -0.451 1.817 3.790 0.5 0.1 -0.4
H 1.330 1.994 3.516 -0.6 0.0 -0.2
H 0.163 3.050 2.624 0.1 -0.5 0.4
H 0.600 -0.889 3.014 -0.1 0.1 -0.2
H -0.143 2.243 0.267 0.2 -1.3 0.3
H 1.253 -2.740 0.764 -0.6 0.2 -0.2
H -0.522 -2.848 1.092 0.5 0.3 -0.4
H 0.064 -2.507 -0.568 0.1 -0.1 0.5
```
Positions in Å, forces in eV/Å.

frontier orbital gap (spin up / spin down) = 6.047 / 6.507 eV
expectation value of S² = 3.800
total charge = +2
2S+1 = 4
ΔE to the lowest compared entry with this formula, charge and spin = 28.1 kcal/mol
strongest force on any atom = 10.53 eV Å⁻¹

Löwdin atomic charge list, values in e, 6 entries: 0.563, 0.287, -0.057, -0.082, 0.285, -0.081

Which value of strongest force on any atom does entry 5 give?
4.90 eV Å⁻¹